16
Properties=species:S:1:pos:R:3:lowdin_charge:R:1 method="wB97M-V/def2-TZVPD" mol_weight_g_mol=95.145 energy_ev=-7855.33133 lumo_energy_ev=0.6 orbital_gap_ev=8.183 total_charge=0 e_homo_ev=-7.6 multiplicity=1
C 2.365 -0.282 0.332 -0.014
C 0.965 -0.181 -0.185 -0.310
C 0.279 -1.068 -1.036 -0.130
C -1.000 -0.612 -1.365 -0.007
C -2.191 0.201 0.554 -0.070
C -1.144 0.612 -0.503 -0.401
N 0.177 0.841 0.128 0.081
H 2.423 -0.003 1.390 0.085
H 2.734 -1.303 0.209 0.083
H 3.021 0.388 -0.234 0.092
H 0.725 -2.004 -1.358 0.080
H -2.032 0.710 1.507 0.069
H -2.134 -0.879 0.723 0.074
H -3.198 0.423 0.194 0.077
H -1.445 1.521 -1.036 0.138
H 0.457 1.637 0.681 0.153

---

14
Properties=species:S:1:pos:R:3:lowdin_charge:R:1 method="wB97M-V/def2-TZVPD" mol_weight_g_mol=97.117 energy_ev=-8834.08697 lumo_energy_ev=0.8 orbital_gap_ev=10.604 total_charge=0 e_homo_ev=-9.8 multiplicity=1
C 2.470 1.358 -0.093 0.111
C 1.843 0.340 -0.253 -0.150
C 1.092 -0.916 -0.313 -0.179
C -0.415 -0.844 -0.028 -0.205
N -0.983 0.474 -0.123 0.019
C -2.282 0.585 0.255 -0.365
O -3.004 -0.379 0.430 0.013
H 3.067 2.226 0.095 0.029
H 1.346 -1.489 0.570 0.110
H 1.356 -1.501 -1.204 0.121
H -0.966 -1.541 -0.660 0.125
H -0.552 -1.206 1.002 0.124
H -0.353 1.265 -0.071 0.116
H -2.620 1.627 0.393 0.130

---

10
Properties=species:S:1:pos:R:3:lowdin_charge:R:1 method="wB97M-V/def2-TZVPD" mol_weight_g_mol=78.094 energy_ev=-6720.31925 lumo_energy_ev="-6.4 / -9.0" orbital_gap_ev="7.828 / 5.686" total_charge=+1 e_homo_ev="-14.2 / -14.7" multiplicity=1
C -4.634 -0.416 -0.162 -0.018
C -3.463 -0.257 0.014 0.031
C -0.010 0.062 -0.454 0.283
C 1.316 0.180 -0.106 -0.144
C 2.670 -0.185 -0.027 0.040
N 0.445 1.232 -0.056 0.329
H -5.546 -0.027 0.269 0.045
H 2.913 -0.975 -0.602 0.074
H 2.875 -0.328 1.086 0.171
H 3.434 0.714 0.038 0.189

---

113
Properties=species:S:1:pos:R:3:lowdin_charge:R:1 method="wB97M-V/def2-TZVPD" mol_weight_g_mol=1099.100 energy_ev=-102126.52084 lumo_energy_ev=-0.2 orbital_gap_ev=7.225 total_charge=0 e_homo_ev=-7.4 multiplicity=1
Pb -0.454 -0.093 -0.565 1.270
O -1.339 -2.316 2.167 0.108
C -0.376 -2.761 2.739 -0.335
C -0.453 -3.887 3.683 0.002
C 0.578 -4.247 4.452 -0.049
C 1.851 -3.536 4.426 -0.056
C 2.060 -2.528 3.584 -0.009
C 1.021 -2.050 2.606 -0.291
C 0.733 -0.590 2.867 -0.066
N 0.325 0.232 1.995 -0.050
N -0.018 1.476 2.391 0.043
C -1.040 1.946 1.704 -0.496
O -1.789 1.248 0.948 -0.176
C -1.301 3.408 1.802 -0.143
C -0.467 4.255 2.529 -0.040
C -0.678 5.624 2.511 -0.091
C -1.724 6.159 1.770 -0.101
C -2.562 5.318 1.049 -0.083
C -2.348 3.949 1.059 -0.017
H -1.395 -4.419 3.705 0.123
H 0.488 -5.094 5.121 0.108
H 2.635 -3.861 5.099 0.109
H 3.009 -2.006 3.529 0.127
H 0.736 -0.335 3.929 0.143
H 0.343 3.814 3.096 0.102
H -0.025 6.275 3.079 0.098
H -1.885 7.230 1.755 0.097
H -3.385 5.733 0.480 0.100
H -2.975 3.278 0.485 0.111
C 1.216 5.502 -1.094 -0.017
C 1.786 5.527 -2.486 -0.216
C 1.758 6.688 -3.252 -0.044
C 2.310 6.729 -4.523 -0.081
C 2.929 5.605 -5.046 -0.085
C 2.961 4.434 -4.308 -0.016
C 2.377 4.383 -3.046 -0.222
N 2.393 3.172 -2.307 0.144
C 1.266 2.417 -2.023 -0.355
N 0.144 2.862 -2.612 0.157
C -1.233 2.511 -2.557 -0.215
C -1.709 1.420 -1.834 -0.270
C -3.095 1.242 -1.829 -0.164
C -3.954 2.064 -2.534 -0.095
C -3.438 3.110 -3.284 -0.063
C -2.075 3.357 -3.303 -0.218
C -1.532 4.500 -4.127 -0.041
N 1.367 1.369 -1.249 -0.006
C 2.684 1.020 -0.820 -0.279
C 3.417 0.140 -1.615 -0.037
C 4.682 -0.283 -1.242 -0.082
C 5.235 0.184 -0.060 -0.102
C 4.527 1.091 0.710 -0.038
C 3.261 1.542 0.344 -0.206
C 2.591 2.612 1.155 -0.047
H 1.129 6.514 -0.701 0.084
H 1.855 4.917 -0.433 0.067
H 0.222 5.047 -1.067 0.082
H 1.297 7.576 -2.837 0.114
H 2.266 7.643 -5.100 0.104
H 3.370 5.635 -6.034 0.103
H 3.429 3.543 -4.710 0.116
H 3.264 2.666 -2.268 0.142
H 0.311 3.662 -3.201 0.091
H -3.513 0.433 -1.237 0.086
H -5.023 1.891 -2.507 0.099
H -4.100 3.753 -3.852 0.105
H -2.345 4.997 -4.653 0.079
H -0.820 4.147 -4.881 0.089
H -1.034 5.254 -3.511 0.075
H 2.973 -0.203 -2.543 0.112
H 5.227 -0.978 -1.867 0.101
H 6.220 -0.142 0.250 0.097
H 4.967 1.481 1.622 0.116
H 3.145 3.550 1.060 0.086
H 2.569 2.340 2.209 0.080
H 1.568 2.772 0.834 0.048
Cl -2.256 -2.512 -1.983 0.518
C -1.058 -2.788 -3.262 -0.967
Cl -0.254 -1.274 -3.731 0.516
H -1.563 -3.171 -4.140 0.029
H -0.311 -3.482 -2.890 0.008
C 7.679 -3.023 3.642 -0.049
C 6.619 -4.074 3.430 -0.231
C 6.597 -5.187 4.263 -0.061
C 5.625 -6.164 4.115 -0.088
C 4.668 -6.026 3.130 -0.035
C 4.671 -4.912 2.288 -0.210
N 3.590 -4.782 1.408 0.103
C 3.580 -4.359 0.080 -0.204
C 4.633 -4.589 -0.800 -0.015
C 4.496 -4.265 -2.141 -0.078
C 3.326 -3.699 -2.619 -0.083
C 2.293 -3.404 -1.739 -0.026
C 2.420 -3.719 -0.403 -0.057
C 1.414 -3.447 0.677 -0.421
O 0.627 -4.285 1.046 0.152
O 1.618 -2.268 1.282 0.056
C 5.649 -3.918 2.432 -0.158
C 5.637 -2.685 1.567 -0.041
H 8.379 -3.342 4.413 0.074
H 7.233 -2.079 3.962 0.082
H 8.238 -2.837 2.724 0.085
H 7.341 -5.286 5.044 0.105
H 5.613 -7.029 4.765 0.102
H 3.899 -6.779 3.000 0.112
H 2.756 -5.266 1.702 0.136
H 5.541 -5.046 -0.429 0.122
H 5.318 -4.467 -2.817 0.106
H 3.216 -3.465 -3.671 0.105
H 1.401 -2.908 -2.095 0.063
H 6.253 -2.819 0.673 0.092
H 6.030 -1.826 2.110 0.068
H 4.629 -2.442 1.231 0.072